{"formula": "C4H5BNO6S", "method": "wB97M-V/def2-TZVPD", "elements": ["N", "O", "S", "H", "H", "C", "O", "O", "C", "O", "H", "O", "C", "H", "C", "B", "O", "H"], "coordinates": [[-1.642, 0.545, 0.663], [-3.236, -1.375, 1.110], [-3.123, -0.338, 0.100], [4.434, 1.894, -0.354], [1.279, 2.036, -0.503], [-0.064, -2.122, 0.113], [-2.665, -0.884, -1.154], [4.134, 0.994, 0.039], [1.870, -0.301, 0.118], [2.253, 2.028, -0.618], [-0.934, -1.536, 0.443], [-0.647, 2.482, -0.168], [-1.229, 1.566, 0.260], [-0.241, -2.447, -0.972], [0.945, -1.087, 0.145], [2.764, 0.903, -0.121], [-4.112, 0.680, 0.073], [0.215, -3.039, 0.828]], "total_energy_ev": -29519.3984, "homo_lumo_gap_ev": 9.15, "homo_ha": -0.2311, "multiplicity": 1, "total_charge": -1}